1.
# C44H71ClN3O13S5

A 6-piece molecular cluster, C44H71ClN3O13S5 overall (the ωB97M-V functional and the def2-TZVPD basis, the OMol25 dataset).

Results
Relative energy (zero: lowest compared OMol25 entry of this formula, charge and spin), kcal per mole: 0.00
LUMO energy, Ha: -0.1624
Charge: +1
HOMO-LUMO gap, eV: 5.18

Each line ends with the Mulliken charge.
CARTESIAN COORDINATES (ANGSTROEM)
C (-3.929, -0.982, 3.517)  -0.01
C (-3.670, -1.005, 2.352)  -0.94
N (-3.060, -0.909, 1.115)  -0.05
C (-3.228, 0.251, 0.426)  0.90
C (-4.003, 1.396, 1.001)  -1.39
C (-5.323, 1.586, 0.243)  -0.21
C (-5.871, 2.841, 0.116)  -0.71
C (-2.664, 0.349, -0.833)  0.76
Cl (-2.847, 1.794, -1.747)  -0.15
C (-1.914, -0.709, -1.356)  1.34
C (-1.361, -0.531, -2.759)  -1.17
O (-2.159, -0.422, -3.642)  -0.47
O (-0.044, -0.524, -2.988)  -0.28
C (0.557, 0.802, -3.142)  -0.31
O (1.488, 0.752, -4.133)  -0.40
C (0.930, 0.498, -5.420)  -0.69
C (-1.722, -1.872, -0.595)  0.36
C (-0.852, -2.970, -1.174)  -0.92
C (0.650, -2.597, -1.038)  -0.37
C (1.123, -2.890, 0.402)  -0.01
C (2.646, -2.783, 0.575)  -1.19
N (2.988, -1.597, 1.320)  0.37
C (3.806, -0.593, 0.868)  -0.75
C (3.947, 0.368, 1.832)  -0.13
C (3.152, -0.063, 2.940)  -0.80
C (2.578, -1.253, 2.580)  -0.68
C (-2.335, -1.970, 0.650)  0.61
C (-2.193, -3.198, 1.495)  -0.89
C (-2.883, -4.458, 0.893)  -0.90
C (-2.044, -5.725, 1.199)  -0.49
N (-1.581, -6.393, -0.029)  -0.65
H (-4.115, -0.990, 4.566)  0.46
H (-3.409, 2.284, 0.802)  0.53
H (-4.099, 1.334, 2.088)  0.52
H (-5.821, 0.730, -0.210)  0.37
H (-6.336, 3.374, 0.944)  0.29
H (-5.901, 3.343, -0.851)  0.23
H (-0.224, 1.543, -3.354)  0.46
H (1.056, 1.084, -2.215)  0.31
H (0.918, -0.570, -5.635)  0.25
H (1.557, 1.001, -6.152)  0.30
H (-0.092, 0.873, -5.515)  0.31
H (-1.120, -3.051, -2.229)  0.71
H (-0.986, -3.929, -0.693)  -0.20
H (0.788, -1.531, -1.175)  0.05
H (1.229, -3.181, -1.751)  0.64
H (0.612, -2.167, 1.043)  0.30
H (0.722, -3.870, 0.685)  0.02
H (2.977, -3.650, 1.152)  0.32
H (3.118, -2.797, -0.404)  0.41
H (4.213, -0.693, -0.131)  0.74
H (4.554, 1.250, 1.748)  0.54
H (3.028, 0.437, 3.883)  0.47
H (1.920, -1.831, 3.212)  0.41
H (-2.618, -3.048, 2.484)  0.53
H (-1.133, -3.376, 1.663)  0.13
H (-3.858, -4.627, 1.343)  0.45
H (-2.920, -4.353, -0.187)  0.55
H (-1.179, -5.493, 1.832)  0.26
H (-2.631, -6.455, 1.754)  0.46
H (-0.653, -6.079, -0.289)  0.17
H (-1.455, -7.383, 0.143)  0.29
C (-4.457, -1.474, -5.402)  0.12
C (-5.991, -1.432, -5.405)  -0.66
C (-6.474, -2.296, -6.576)  -0.74
S (-5.204, -3.543, -6.839)  1.18
O (-4.603, -3.325, -8.128)  -0.67
O (-5.708, -4.834, -6.451)  -0.68
C (-4.082, -2.942, -5.577)  -0.82
H (-4.045, -1.065, -4.489)  -0.16
H (-4.069, -0.889, -6.239)  0.27
H (-6.368, -1.843, -4.466)  0.30
H (-6.367, -0.413, -5.489)  0.35
H (-7.417, -2.791, -6.354)  0.39
H (-6.564, -1.715, -7.492)  0.35
H (-3.056, -3.094, -5.903)  0.49
H (-4.276, -3.511, -4.668)  0.34
C (3.814, 5.644, 4.963)  -0.62
C (4.979, 5.262, 5.886)  -0.75
C (4.939, 3.741, 6.069)  -0.52
S (4.184, 3.077, 4.583)  1.44
O (2.920, 2.473, 4.934)  -0.72
O (5.176, 2.364, 3.816)  -0.68
C (3.861, 4.655, 3.802)  -0.86
H (3.895, 6.672, 4.613)  0.38
H (2.869, 5.543, 5.500)  0.29
H (5.923, 5.552, 5.421)  0.32
H (4.919, 5.770, 6.846)  0.31
H (5.934, 3.322, 6.183)  0.23
H (4.318, 3.456, 6.916)  0.33
H (2.932, 4.599, 3.238)  0.41
H (4.694, 4.868, 3.133)  0.39
C (-9.451, -0.153, -8.080)  0.04
C (-10.599, -1.168, -8.145)  -0.77
C (-11.271, -1.183, -6.765)  -0.68
S (-11.006, 0.449, -6.058)  1.14
O (-10.155, 0.318, -4.900)  -0.65
O (-12.255, 1.158, -5.994)  -0.66
C (-10.025, 1.091, -7.411)  -0.84
H (-9.055, 0.073, -9.070)  0.43
H (-8.636, -0.556, -7.474)  -0.27
H (-11.318, -0.855, -8.904)  0.35
H (-10.247, -2.162, -8.418)  0.36
H (-12.340, -1.370, -6.829)  0.39
H (-10.808, -1.910, -6.101)  0.35
H (-9.266, 1.765, -7.021)  0.43
H (-10.695, 1.629, -8.081)  0.37
C (6.440, 3.027, -1.185)  -0.49
C (7.560, 2.571, -0.240)  -0.71
C (7.498, 1.041, -0.162)  -0.44
S (6.805, 0.488, -1.725)  0.97
O (5.522, -0.123, -1.463)  -0.56
O (7.813, -0.192, -2.492)  -0.71
C (6.528, 2.118, -2.408)  -0.75
H (6.544, 4.075, -1.461)  0.36
H (5.471, 2.900, -0.696)  0.25
H (8.526, 2.881, -0.644)  0.34
H (7.460, 3.016, 0.749)  0.34
H (8.481, 0.594, -0.037)  0.39
H (6.835, 0.704, 0.634)  0.16
H (5.623, 2.110, -3.012)  0.40
H (7.390, 2.364, -3.027)  0.36
C (8.499, 0.956, 9.138)  -0.63
C (8.803, 1.446, 10.559)  -0.64
C (8.166, 2.833, 10.713)  -0.64
S (6.757, 2.864, 9.597)  1.19
O (7.008, 3.838, 8.561)  -0.64
O (5.534, 2.872, 10.356)  -0.70
C (7.015, 1.230, 8.912)  -0.55
H (8.731, -0.101, 9.015)  0.36
H (9.095, 1.518, 8.416)  0.30
H (8.365, 0.757, 11.283)  0.30
H (9.874, 1.485, 10.752)  0.33
H (7.816, 3.014, 11.726)  0.34
H (8.847, 3.626, 10.409)  0.34
H (6.727, 1.225, 7.863)  0.28
H (6.393, 0.535, 9.476)  0.37

Forces on the atoms, in the same order (eV/Å):
0.0 -0.1 -0.1
0.7 0.2 0.3
-0.5 -0.1 0.0
-0.2 0.6 -0.3
-0.9 -0.3 1.3
-0.1 0.8 0.3
-0.2 -0.5 -0.1
0.3 -0.3 -0.1
0.0 0.1 0.2
0.3 0.1 0.6
-0.4 -0.3 -0.7
-0.1 0.0 0.0
-0.2 0.2 0.9
0.5 0.5 -0.2
-0.2 0.0 0.1
0.1 0.0 -0.4
-0.1 0.0 -0.3
0.6 0.9 -0.2
-0.3 -0.3 1.2
-0.6 -0.1 -0.7
-0.9 -0.3 0.9
0.3 0.8 -0.1
0.1 -0.4 -0.7
-0.3 -0.4 0.0
0.3 0.0 -0.5
-0.2 0.1 0.8
0.3 -0.3 -0.1
-0.7 -0.2 0.3
1.2 -0.3 0.4
0.4 -0.4 -0.3
0.1 -0.1 0.0
-0.2 0.0 0.0
0.0 0.0 0.0
0.1 -0.2 0.0
1.2 0.1 -1.5
1.9 0.9 0.5
-1.9 -0.9 -0.4
-0.3 -0.3 -0.1
0.1 -0.3 0.0
0.0 0.0 0.1
0.1 0.0 0.0
0.0 0.1 0.2
0.0 -0.2 0.0
-0.3 0.0 -0.1
0.2 -0.1 -0.5
0.0 0.2 -0.1
0.2 0.0 0.2
0.4 -0.1 0.1
0.2 -0.1 -0.2
0.3 0.2 0.1
0.0 0.2 0.4
0.0 0.1 0.1
0.0 0.0 0.0
0.0 -0.4 -0.3
0.1 0.2 0.0
0.1 0.0 -0.2
-0.3 0.5 -0.3
-0.5 -0.2 0.0
-0.2 0.2 0.2
-0.1 0.1 0.0
0.0 0.1 0.0
-0.2 0.0 0.0
-0.3 -0.1 -0.2
0.1 0.0 0.0
-0.2 0.3 0.2
0.0 0.0 0.2
0.0 -0.1 0.0
0.0 -0.1 -0.2
0.2 0.3 0.2
0.0 0.0 0.0
0.0 0.0 0.0
0.0 0.0 0.0
0.0 0.0 0.0
0.0 -0.1 -0.1
0.1 -0.1 -0.1
-0.1 -0.1 -0.1
0.0 -0.1 0.0
0.0 -0.1 0.1
0.0 0.1 -0.1
0.1 0.2 0.2
0.2 0.5 0.2
0.0 -0.1 -0.1
-0.1 -0.2 0.0
-0.1 0.3 0.0
0.0 0.0 0.0
0.0 0.0 0.0
0.0 0.0 0.0
0.0 0.0 0.0
-0.1 -0.1 0.0
0.0 -0.1 -0.1
0.0 -0.2 0.0
0.0 -0.1 0.0
0.0 -0.1 0.0
0.0 0.1 0.0
0.0 -0.3 -0.3
0.0 0.0 -0.2
0.0 0.0 0.1
0.0 0.0 0.2
0.2 0.0 -0.2
0.0 0.0 0.0
0.0 0.0 0.0
0.0 0.0 0.0
0.0 0.0 0.0
0.0 0.1 0.1
0.0 0.1 0.1
-0.1 0.0 0.1
0.0 0.0 0.1
0.0 -0.1 0.1
0.0 0.0 -0.1
0.1 0.2 0.3
0.3 0.3 0.1
0.2 0.0 -0.5
-0.2 -0.2 0.0
-0.1 0.3 0.1
0.0 0.0 0.0
0.0 0.0 0.0
0.0 0.0 0.0
0.0 0.0 0.0
-0.1 -0.1 -0.1
-0.1 -0.1 -0.1
0.0 -0.2 0.0
0.0 -0.1 0.0
0.0 0.1 0.0
-0.1 0.0 0.0
0.3 -0.1 0.2
0.1 -0.4 0.1
-0.2 0.1 0.0
-0.1 0.3 -0.2
0.2 -0.2 -0.1
0.0 0.0 0.0
0.0 0.0 0.0
0.0 0.0 0.0
0.0 0.0 0.0
-0.1 0.1 -0.1
-0.1 0.0 -0.1
-0.1 0.1 0.0
0.0 0.1 0.0

***

2.
# C4H5N3

C4H5N3 in the gas phase (the ωB97M-V functional and the def2-TZVPD basis, the OMol25 dataset).

Results
Relative energy (zero: lowest compared OMol25 entry of this formula, charge and spin), kcal per mole: 75.47
LUMO energy, Ha: 0.0220
HOMO-LUMO gap, eV: 9.43

Each line ends with the Mulliken charge.
CARTESIAN COORDINATES (ANGSTROEM)
N (0.932, 2.025, -0.530)  -0.17
C (0.024, 1.331, 0.115)  -0.77
C (0.281, -0.164, -0.055)  0.70
N (0.334, -0.759, 1.275)  -0.46
C (-0.691, -1.522, 1.328)  -0.07
N (-1.504, -1.618, 0.162)  -0.51
C (-0.932, -0.820, -0.663)  -0.18
H (1.714, 1.640, -1.068)  0.22
H (0.905, 3.037, -0.493)  0.24
H (1.204, -0.407, -0.616)  0.23
H (-0.960, -2.087, 2.217)  0.39
H (-1.307, -0.656, -1.671)  0.38

Forces on the atoms, in the same order (eV/Å):
-0.2 0.0 0.1
0.4 0.0 -0.4
-0.1 0.0 0.0
-0.3 -0.2 0.0
0.2 0.1 0.2
0.2 0.3 -0.1
-0.1 -0.1 0.0
-0.1 -0.1 0.2
-0.1 -0.2 0.0
-0.1 0.0 0.1
0.0 0.1 -0.2
0.0 0.0 0.2

***

3.
# C4H4ClN

A 2-piece molecular cluster, C4H4ClN overall (the ωB97M-V functional and the def2-TZVPD basis, the OMol25 dataset).

Results
Relative energy (zero: lowest compared OMol25 entry of this formula, charge and spin), kcal per mole: 78.73
LUMO energy (alpha / beta), Ha: -0.1156 / -0.0993
HOMO-LUMO gap (alpha / beta), eV: 6.48 / 7.62

Each line ends with the Mulliken charge.
CARTESIAN COORDINATES (ANGSTROEM)
C (-0.749, 2.082, 0.127)  0.10
C (0.874, -1.260, -0.051)  -0.94
C (0.657, 0.083, 0.220)  0.14
C (-0.385, 0.795, -0.290)  -0.11
N (-0.942, 3.202, 0.412)  -0.34
Cl (-1.577, -2.340, -0.092)  -0.35
H (1.397, -1.837, 0.779)  0.26
H (0.724, -1.606, -1.029)  0.51
H (0.968, 0.540, 1.056)  0.40
H (-0.965, 0.341, -1.132)  0.34

Forces on the atoms, in the same order (eV/Å):
-0.1 3.0 0.8
-0.3 -1.3 2.0
-2.9 0.5 -1.4
-0.1 -1.7 -2.4
0.2 -2.4 -0.5
1.4 0.6 0.2
-0.7 0.4 -1.7
0.2 -0.8 -1.0
2.0 1.1 3.1
0.3 0.5 0.9

***

no.,electronic energy (Ha)
1,-5312.1648
2,-319.5919
3,-669.6361